Record 1
The following is a quantum chemistry calculation of the molecule C3H5NOS in a non-equilibrium geometry, from OMol25.

Structure (XYZ):
```
11
Properties=species:S:1:pos:R:3:forces:R:3
H -1.66726 -0.76882 1.49849 0.6 -1.0 -1.6
O 0.17329 -0.48370 -1.94467 0.7 0.0 -0.4
H 0.02363 0.91203 1.03889 0.2 2.5 1.8
H 0.56158 -1.09092 1.77954 0.2 -0.2 -2.4
C -0.05460 0.24665 0.28282 0.1 -4.6 -2.7
H -1.27784 -1.49608 -0.34773 -1.3 0.0 0.2
H 1.11550 2.58288 -0.59767 0.4 -0.8 -1.6
N 0.37487 -1.14794 0.71182 1.1 0.6 3.8
C -1.02696 -1.02319 0.58758 0.4 3.1 -0.4
C 0.47550 0.39384 -1.18942 -1.9 0.2 1.0
S 1.30229 1.87525 -1.81964 -0.6 0.3 2.3
```
Positions in Å, forces in eV/Å.

Calculated values
Orbital gap ... 0.382 hartree
LUMO ... 0.58 eV
Relative energy (zero: lowest compared OMol25 entry of this formula, charge and spin) ... 268.65 kJ/mol
E_HOMO ... -0.3611 Ha

=====

Record 2
The following is a quantum chemistry calculation of a structure of composition C34H44BN2O5Pt, from OMol25.

Structure (XYZ):
```
87
Properties=species:S:1:pos:R:3:forces:R:3
C 1.99855 2.38689 3.35744 0.0 0.0 0.0
H 2.14562 1.75307 4.23621 0.0 0.0 0.0
H 2.00383 -1.79155 1.94165 0.0 0.0 0.0
C -2.35957 1.49030 1.11493 0.0 0.1 0.0
N -1.02557 1.74483 0.80868 0.1 0.0 0.1
H 0.01648 -4.68183 1.72660 0.0 0.0 0.0
H 0.30226 4.25063 4.59225 0.0 0.0 0.0
C -0.76132 -2.75317 3.81779 0.0 0.0 0.0
H -2.49437 5.20412 -1.93854 0.0 0.0 0.0
C -1.11393 -4.59264 -0.08618 0.0 0.0 0.0
H -4.44120 -2.86972 -1.85358 0.0 0.0 0.0
C -0.47074 3.05716 0.79951 0.0 0.0 0.1
H -3.04473 2.27502 1.39805 0.0 0.0 0.0
H -2.29609 -4.21556 -1.82979 0.0 0.0 0.0
O 5.72903 -1.06730 -0.37908 -0.3 0.0 0.0
C -0.66197 3.86239 -0.33016 0.0 0.0 0.1
C -0.63187 -2.68112 1.31710 0.0 -0.1 0.0
H 3.17490 -4.21616 -2.30245 0.0 0.0 0.0
H 1.69586 -3.12253 -3.87541 0.0 0.0 0.0
C -1.32504 -1.87010 0.40948 -0.1 0.1 0.0
H -1.20879 3.40922 4.23082 0.0 0.0 0.0
C -1.93555 -2.41245 -0.72877 0.0 -0.1 -0.1
C -0.12160 5.14290 -0.32935 0.0 0.0 0.0
Pt 1.65604 0.25860 0.11616 0.0 -0.5 0.3
H 0.68608 -0.91071 -2.55716 0.0 0.0 0.0
H 1.83269 -2.03086 3.68039 0.0 0.0 0.0
C -1.41209 3.35881 -1.54774 0.0 0.0 0.0
C 2.29366 -3.77998 -1.83125 0.1 0.0 -0.1
C 3.76806 -1.76005 -1.52486 -0.1 0.0 0.1
H -2.55275 -0.50604 -1.43563 0.0 0.0 0.0
H -0.23359 -1.06491 2.62816 0.0 0.0 0.0
C -4.21923 -1.83304 -1.58440 0.0 0.0 0.0
H -3.49938 -0.38309 1.19106 0.0 0.0 0.0
H -4.78814 -1.18111 -2.25231 0.0 0.0 0.0
C 2.70267 -2.65524 -0.87211 -0.1 0.0 0.0
O 2.13365 1.13475 -1.77515 0.2 0.0 -0.3
H 2.54370 3.32077 3.52287 0.0 0.0 0.0
C 0.27268 3.50900 1.90222 0.0 0.0 -0.1
H -1.67982 2.31840 -1.36193 0.0 0.0 0.0
H 4.53315 -2.35934 -2.01023 0.0 -0.1 0.0
C 0.80769 4.79300 1.85259 0.0 0.0 0.0
H -3.24145 3.76441 -2.64046 0.0 0.0 0.0
H -2.42803 -2.75365 -3.50324 0.0 0.0 0.0
H 3.22815 -1.30839 -3.58970 0.0 0.0 0.0
C -2.26333 -1.73163 -3.15217 0.0 0.0 0.0
H -1.20461 -1.50352 -3.26662 0.0 0.0 0.0
O 1.51008 -1.82242 -0.89055 0.1 0.0 0.0
C -0.52453 3.39113 -2.79408 0.0 0.0 0.0
H -3.36784 4.07141 -0.90049 0.0 0.0 0.0
C -1.82727 -3.78066 -0.95388 0.0 0.0 0.0
C -0.04755 -2.13848 2.60953 0.0 0.0 0.0
H -0.59280 -3.83253 3.87284 0.0 0.0 0.0
C 1.46272 -2.35645 2.70473 0.0 0.0 0.0
C -2.70555 4.14471 -1.76660 0.0 0.0 0.0
H -0.25544 5.77739 -1.19860 0.0 0.0 0.0
H 0.02481 1.68790 2.95480 0.0 -0.1 0.0
H -2.82492 -1.06188 -3.80827 0.0 0.0 0.0
C 0.60800 5.60813 0.75191 0.0 0.0 0.0
B -0.33585 0.50631 0.49332 0.0 0.4 -0.1
H 1.39605 5.15724 2.68786 0.0 0.0 0.0
H -0.29932 4.41982 -3.09166 0.0 0.0 0.0
C 2.95883 0.52008 -2.57443 -0.3 0.3 0.1
C -0.52686 -4.04129 1.03984 0.0 0.0 0.0
C 0.50852 2.64721 3.13045 0.0 0.1 -0.1
H -1.03771 2.91019 -3.63225 0.0 0.0 0.0
C -2.71969 -1.55068 -1.70348 0.0 0.0 0.0
H 2.90865 -2.95479 0.15223 0.0 0.0 0.0
H 1.71798 -3.41430 2.58861 0.0 0.0 0.0
H 1.03540 6.60339 0.72990 0.0 0.0 0.0
H 0.41826 2.87001 -2.62018 0.0 0.0 0.0
H 0.35133 -3.36142 -2.74375 0.0 0.0 0.0
H -0.38621 -2.30966 4.74371 0.0 0.0 0.0
C 1.50101 -1.58982 -2.32233 0.0 0.1 0.1
H 1.74839 -4.56968 -1.31472 0.0 0.0 0.0
H 2.45179 1.88511 2.50152 0.0 0.0 0.0
H -1.02440 -5.65468 -0.28293 0.0 0.0 0.0
C 1.38324 -3.02296 -2.83580 0.0 0.0 0.0
C -2.58831 0.16630 1.01013 0.0 -0.1 0.0
H -4.57479 -1.67199 -0.56473 0.0 0.0 0.0
H -1.83945 -2.58463 3.76858 0.0 0.0 0.0
C 4.51075 -0.92924 -0.45723 0.0 0.1 0.1
N -1.40304 -0.47064 0.63268 0.0 0.0 0.0
H 0.01977 2.63206 5.24358 0.0 0.0 0.0
O 3.78134 -0.22285 0.33002 0.2 0.1 -0.2
O 3.71201 1.08647 -3.35151 -0.1 -0.1 0.1
C -0.13412 3.27228 4.37075 0.0 0.0 0.0
C 2.89671 -1.01469 -2.59519 0.1 -0.1 0.0
```
Positions in Å, forces in eV/Å.

Calculated values
Orbital gap (spin up / spin down) ... 0.262 / 0.268 hartree
Charge ... -1
LUMO (spin up / spin down) ... 2.48 / 2.15 eV
Spin multiplicity ... 3
E_HOMO (spin up / spin down) ... -0.1714 / -0.1888 Ha

=====

Record 3
The following is a quantum chemistry calculation of a cluster of 2 separate species, C4H9NO2 in total, from OMol25.

Structure (XYZ):
```
16
Properties=species:S:1:pos:R:3:forces:R:3
H 1.20410 -2.23253 -1.67714 0.0 0.1 0.1
H -0.90180 1.42933 1.43443 -0.1 -0.1 0.0
H 1.54665 -1.90334 0.61434 0.0 0.1 -0.1
H -2.61854 1.24553 0.95424 0.1 -0.1 0.0
H 1.59123 -0.42730 -1.93562 -0.1 -0.1 0.1
H -1.87356 0.05412 2.05597 0.0 0.1 -0.1
O 1.02719 1.08955 -0.12209 0.1 -0.1 0.1
H -0.82142 0.01313 -1.84512 0.0 0.1 0.1
H 1.44207 0.16421 1.70613 0.0 0.0 -0.2
N 1.47312 -1.08065 0.03042 -0.1 0.1 0.0
H -0.88613 1.61611 -0.93719 0.1 -0.1 0.0
C -1.69381 0.70937 1.20206 -0.1 0.2 0.3
C 1.19920 -1.21352 -1.30387 0.2 -0.1 0.0
O -1.30310 -0.11768 0.11445 0.2 0.0 -0.3
C 1.35982 0.11414 0.61702 0.0 0.0 0.0
C -0.74503 0.53953 -0.90804 -0.3 0.0 -0.1
```
Positions in Å, forces in eV/Å.

Calculated values
Orbital gap (spin up / spin down) ... 0.263 / 0.262 hartree
LUMO (spin up / spin down) ... 0.81 / 0.81 eV
Relative energy (zero: lowest compared OMol25 entry of this formula, charge and spin) ... 519.75 kJ/mol
E_HOMO (spin up / spin down) ... -0.2329 / -0.2326 Ha

=====

Record 4
The following is a quantum chemistry calculation of a structure of composition C15H52F3HfN2O20S2 in a non-equilibrium geometry, from OMol25.

Structure (XYZ):
```
95
Properties=species:S:1:pos:R:3:forces:R:3
O -6.96581 11.91091 8.58478 -1.7 1.9 0.5
H -10.84871 4.00715 6.15098 -0.3 -0.1 0.0
H -10.98293 13.32606 3.99810 0.3 0.4 0.0
H -7.15479 7.11029 9.22683 0.3 0.1 0.2
H -8.98707 5.89373 8.89419 -0.4 0.0 0.1
H -3.74289 12.29081 6.01310 0.3 -0.1 -0.3
H -7.71204 8.11095 3.12853 -0.2 0.0 -0.3
H -11.95767 8.22377 1.31160 0.1 0.4 0.5
H -8.95696 5.47752 5.52076 -0.2 -0.3 -0.2
C -11.58649 7.53697 2.07229 1.8 0.0 -0.3
H -8.40952 4.30019 9.10804 0.6 -0.2 0.1
H -10.03805 11.31280 6.90910 0.1 -0.5 0.3
O -1.40872 11.54367 8.76761 -0.2 -2.4 -0.3
S -1.73335 10.11384 8.91090 -0.7 2.5 2.3
H -7.23645 13.41676 7.46636 0.0 -0.4 0.3
C -9.88474 3.90884 6.65016 0.6 -0.7 -0.4
O -6.90255 10.22888 10.41485 0.3 1.1 -2.2
O -6.27980 10.50937 5.57331 1.6 -0.3 0.0
H -11.13592 8.93885 10.55961 -0.1 0.1 0.3
Hf -4.69140 9.30431 6.88512 -1.5 2.3 5.2
O -6.64887 9.61751 8.01925 -5.1 -3.6 -2.6
H -9.12924 9.90413 3.77791 0.3 0.5 -0.7
H -9.05287 0.83516 5.62025 0.1 0.5 -0.2
C -10.16777 9.38912 10.34036 -0.7 -0.4 -1.3
H -11.24192 6.69491 1.47203 -0.4 -0.6 0.3
H -7.88641 11.72034 13.10578 -0.2 0.0 0.1
H -10.35936 9.21160 5.70505 -0.1 -0.5 -0.7
C -9.71511 7.38153 3.64861 -0.2 0.4 0.5
H -9.74946 8.83467 9.50031 -0.3 -0.1 -0.8
C -10.20488 10.83520 10.03799 -0.7 1.3 -0.6
O -4.87996 8.74388 11.39672 0.5 -0.8 0.2
H -5.09184 7.06436 8.95165 0.2 -0.7 -0.2
N -8.53161 9.45028 4.45390 -1.4 -0.1 0.6
C -5.56675 4.21500 9.50966 0.3 0.0 -0.3
H -8.44133 9.50298 11.03778 0.4 0.1 0.1
H -7.17045 10.18844 5.43197 -0.9 -0.7 -0.7
H -7.25527 5.96762 10.60531 -0.3 0.2 0.1
H -5.68135 9.24594 11.24855 -0.5 0.3 -0.1
H -8.82116 9.08050 6.48385 0.2 0.4 0.3
H -4.21103 9.40576 11.57188 0.5 0.2 0.0
O -10.42648 11.70031 4.95363 0.7 -0.4 0.5
O -9.29930 9.21586 11.35881 1.0 -1.1 2.8
H -9.35902 13.51574 4.82846 0.4 -0.3 -0.7
F -0.32667 7.88961 8.96008 0.8 1.0 -0.3
H -9.88690 5.96592 6.89604 0.4 0.4 0.3
C -7.07807 6.06742 9.53445 0.0 -1.4 -0.1
O -2.14949 9.72470 10.27407 0.8 0.0 -2.5
H -7.11581 11.36886 11.85097 0.0 -0.2 -0.4
O -6.01216 7.19477 6.57687 1.7 1.8 -1.1
H -4.56774 8.23305 9.75872 0.3 0.9 1.2
O -7.31220 14.25655 7.01332 -0.1 0.2 -0.6
H -10.35644 7.42675 4.52880 0.0 -0.3 0.5
H -4.15959 12.25720 7.46812 -0.1 0.5 1.8
H -9.32022 1.32744 7.28636 0.1 0.0 0.2
C -9.16290 5.22340 6.56053 0.3 0.3 -0.3
F 0.32975 9.23838 7.34627 -0.1 0.0 0.9
H -5.72898 6.43335 6.07065 0.1 -0.2 -0.1
H -9.60025 6.32945 3.38779 0.4 -0.2 -0.2
F 0.85069 9.73947 9.44760 -1.1 -1.0 -1.2
O -4.73708 7.94871 8.86055 0.6 -0.1 -2.1
C -8.38833 8.09331 3.98318 -0.2 -1.4 -0.6
C -9.55992 11.12180 5.94837 -0.2 -0.2 0.1
O -10.36517 8.09422 2.65804 -1.5 0.9 -1.5
H -6.19031 3.55923 8.90202 -0.9 0.2 0.3
H -10.74395 13.72855 5.70241 -0.7 -0.7 0.6
H -8.61514 11.66338 5.99513 0.2 0.1 -0.2
H -6.81255 6.90690 7.01590 -1.1 -0.6 0.5
H -5.49985 12.91823 8.76944 -0.6 0.0 0.1
H -12.38254 7.27093 2.76772 0.2 0.0 0.3
O -7.00429 11.72072 12.73414 0.2 0.3 0.5
C -10.37331 13.11965 4.87780 0.1 0.0 -0.4
H -6.33037 11.44711 5.38809 0.5 0.4 0.2
O -5.76646 5.60277 9.26604 0.4 -0.6 -0.5
S -6.47582 10.65613 9.04429 2.1 -3.0 -0.4
H -7.29942 4.52588 7.08660 0.1 -0.2 -0.7
H -4.60916 3.87811 9.11265 0.5 0.7 0.5
O -4.59713 13.23159 8.82546 0.6 0.9 -0.3
H -10.63438 1.47520 6.16681 -0.1 0.2 -0.4
C -0.08632 9.18324 8.62194 -0.9 0.2 0.7
H -9.17361 11.14542 9.86963 -0.2 0.3 -0.3
N -7.87358 5.33593 7.27167 -0.8 -0.1 1.4
C -8.10040 5.27867 8.74048 -1.4 1.4 -0.2
O -2.68790 9.65061 7.84970 0.4 -0.9 -0.8
H -10.85718 11.08090 9.19998 0.2 0.0 -0.4
H -10.59731 11.45056 10.84757 0.1 -0.3 0.4
O -4.12986 11.71969 6.67665 -0.1 -1.2 -2.0
H -7.89970 7.40813 4.67590 0.2 0.4 0.6
O -5.02978 10.55049 8.77995 4.3 2.1 2.5
C -9.33775 9.59008 5.67049 -0.5 1.6 0.9
H -10.03834 3.56695 7.67369 -0.2 0.3 0.3
H -7.72513 14.83751 7.65222 0.0 0.2 0.1
H -5.66426 4.02122 10.57786 0.0 -0.3 -0.1
C -9.55186 1.57197 6.24971 0.4 1.2 0.5
O -9.07932 2.94764 5.99248 -0.5 -1.9 -0.2
H -4.32070 13.00938 9.71452 0.3 -0.2 0.2
```
Positions in Å, forces in eV/Å.

Calculated values
Orbital gap (spin up / spin down) ... 0.200 / 0.299 hartree
LUMO (spin up / spin down) ... -1.20 / -1.27 eV
Spin multiplicity ... 2
E_HOMO (spin up / spin down) ... -0.2443 / -0.3456 Ha